{
  "formula": "C23H32GeNO5Pb",
  "method": "ωB97M-V/def2-TZVPD",
  "lumo_energy_ev": -3.8,
  "gap_ev": 6.985,
  "de_lowest_kj_mol": 481.5,
  "charge": 1,
  "symbols": ["Pb", "C", "C", "C", "C", "C", "C", "C", "H", "H", "H", "H", "H", "H", "H", "H", "O", "C", "C", "C", "C", "C", "C", "C", "O", "N", "O", "O", "H", "H", "H", "H", "C", "Ge", "C", "C", "C", "H", "H", "H", "H", "H", "H", "H", "H", "H", "H", "H", "O", "C", "C", "C", "C", "C", "H", "H", "H", "H", "H", "H", "H", "H", "H"],
  "positions_angstrom": [[1.3208, -0.2816, 0.8439], [2.7418, -4.5408, 1.4158], [3.3487, -3.2964, 0.8363], [3.3444, -3.0747, -0.5395], [3.9405, -1.9467, -1.0850], [4.5503, -1.0121, -0.2582], [4.5665, -1.2229, 1.1149], [3.9688, -2.3544, 1.6562], [3.4820, -5.3424, 1.4519], [1.9058, -4.8944, 0.8123], [2.3886, -4.3756, 2.4335], [2.8702, -3.7993, -1.1910], [3.9371, -1.8033, -2.1582], [5.0250, -0.1352, -0.6792], [5.0513, -0.5081, 1.7682], [3.9913, -2.5134, 2.7280], [-0.0866, -0.9341, 2.7080], [-1.1533, -1.5482, 2.6842], [-2.0699, -1.6201, 1.5646], [-3.2055, -2.4223, 1.7300], [-4.1348, -2.5157, 0.7264], [-3.9761, -1.8106, -0.4676], [-2.8745, -1.0181, -0.6440], [-1.8670, -0.8968, 0.3462], [-0.8517, -0.1229, 0.1240], [-5.3159, -3.3614, 0.9075], [-5.3726, -4.0240, 1.9253], [-6.0602, -3.4843, -0.0460], [-1.4513, -2.0990, 3.5890], [-3.3569, -2.9716, 2.6498], [-4.7352, -1.9009, -1.2312], [-2.7490, -0.4644, -1.5670], [-1.8035, 2.1799, 2.6107], [-0.0580, 2.8443, 2.0616], [-0.2565, 3.5480, 0.1639], [0.3114, 4.5849, 2.8909], [1.4420, 1.6399, 2.0799], [-2.5014, 3.0120, 2.7099], [-1.7349, 1.6817, 3.5768], [-2.1920, 1.4722, 1.8891], [-1.1597, 4.1437, 0.0381], [-0.9831, 2.7909, -1.7473], [0.6009, 4.1008, -0.2115], [-0.5141, 5.2864, 2.7666], [1.2197, 5.0345, 2.4903], [0.4623, 4.4393, 3.9609], [1.6327, 1.3062, 3.1020], [2.3153, 2.2072, 1.7430], [-0.4480, 2.4907, -0.9729], [0.3821, 1.4524, -1.1960], [0.4803, 2.4981, -4.4613], [-0.5286, 1.6654, -3.6727], [-1.2908, 0.6995, -4.5745], [0.1865, 0.8967, -2.5552], [-0.0171, 3.0747, -5.2405], [1.2096, 1.8453, -4.9440], [1.0280, 3.1921, -3.8205], [-1.2832, 2.3700, -3.2692], [-0.6007, -0.0192, -5.0198], [-1.7874, 1.2299, -5.3854], [-2.0438, 0.1406, -4.0172], [1.1463, 0.4966, -2.8844], [-0.3868, -0.0093, -2.2604]],
  "forces_ev_per_a": [[0.4, -0.1, 0.0], [0.0, -0.1, 0.0], [0.0, 0.0, 0.0], [0.0, 0.0, 0.0], [0.0, 0.0, 0.0], [0.0, 0.0, 0.0], [0.0, 0.0, 0.0], [0.0, 0.0, 0.0], [0.0, 0.0, 0.0], [0.0, 0.0, 0.0], [0.0, 0.0, 0.0], [0.0, 0.0, 0.0], [0.0, 0.0, 0.0], [0.0, 0.0, 0.0], [0.0, 0.0, 0.0], [0.0, 0.0, 0.0], [-0.1, -0.3, 0.2], [0.1, 0.1, -0.3], [0.2, 0.0, 0.0], [-0.1, 0.0, -0.1], [-0.1, 0.3, 0.2], [-0.1, 0.0, 0.1], [0.1, 0.0, -0.1], [-0.3, 0.0, 0.0], [-0.4, 0.2, 0.1], [0.7, -1.2, -0.5], [-0.3, 0.4, 0.2], [-0.3, 0.4, 0.3], [-0.1, 0.0, 0.0], [0.0, 0.0, 0.0], [0.0, 0.0, 0.0], [0.0, 0.0, 0.0], [0.1, 0.1, 0.0], [0.2, 0.1, 0.0], [-0.1, -0.2, -0.2], [0.0, -0.1, 0.0], [-0.1, 0.1, -0.1], [0.0, 0.0, 0.0], [0.1, 0.0, 0.0], [-0.1, -0.2, -0.1], [0.0, 0.0, 0.0], [-0.1, -0.1, 0.0], [0.0, 0.0, 0.2], [0.0, 0.0, 0.0], [0.0, 0.0, 0.0], [0.0, 0.0, 0.0], [0.0, 0.0, 0.0], [0.0, 0.0, 0.0], [0.0, 0.3, -0.1], [0.4, -0.2, -0.2], [0.0, 0.0, 0.0], [0.1, 0.2, 0.0], [0.0, 0.0, 0.0], [-0.5, -0.3, 0.4], [0.0, 0.0, 0.0], [0.0, 0.0, 0.0], [0.0, 0.0, 0.0], [-0.1, -0.1, 0.0], [0.0, 0.0, 0.0], [0.0, 0.0, 0.0], [0.0, 0.0, 0.0], [0.1, 0.0, 0.0], [0.2, 0.1, -0.1]]
}